Entry 1:
C36H99N9O9 | ωB97M-V/def2-TZVPD

XYZ file:
```
153
Properties=species:S:1:pos:R:3
C 2.495 -3.453 -6.645
C 2.049 -4.847 -5.978
C 0.610 -4.934 -5.542
O 0.522 -4.240 -4.319
C -0.793 -4.053 -3.968
N 2.293 -5.864 -6.913
H 3.576 -3.322 -6.597
H 2.104 -2.605 -6.082
H 2.151 -3.269 -7.663
H 2.714 -4.974 -5.124
H 0.245 -5.949 -5.385
H -0.061 -4.584 -6.327
H -1.188 -3.240 -4.578
H -0.938 -3.696 -2.948
H -1.410 -4.951 -3.978
H 1.600 -5.724 -7.635
H 3.170 -5.660 -7.370
C 0.632 -1.503 -1.420
C 0.863 -0.675 -0.126
C -0.209 0.428 0.111
O -0.402 1.227 -1.048
C -0.953 2.482 -0.676
N 0.786 -1.668 1.009
H -0.225 -2.170 -1.326
H 1.556 -2.020 -1.681
H 0.443 -0.778 -2.212
H 1.866 -0.254 -0.065
H 0.119 1.063 0.934
H -1.132 -0.102 0.348
H -2.022 2.467 -0.467
H -0.814 3.130 -1.542
H -0.488 2.937 0.199
H 1.117 -1.388 1.921
H -0.188 -1.869 1.191
C -3.207 -3.383 2.803
C -2.220 -2.815 1.789
C -2.798 -2.929 0.419
O -3.042 -4.236 -0.015
C -3.570 -4.340 -1.324
N -1.887 -1.496 2.273
H -4.163 -2.869 2.900
H -2.753 -3.258 3.786
H -3.370 -4.458 2.718
H -1.284 -3.371 1.840
H -2.007 -2.514 -0.206
H -3.749 -2.404 0.330
H -4.633 -4.193 -1.520
H -3.330 -5.337 -1.694
H -2.967 -3.705 -1.972
H -1.701 -1.633 3.256
H -2.594 -0.784 2.166
C 3.634 5.074 5.911
C 3.947 4.018 4.885
C 3.557 4.413 3.411
O 2.160 4.246 3.287
C 1.662 4.421 1.938
N 5.383 3.988 4.845
H 2.556 5.157 6.048
H 3.930 6.037 5.497
H 4.130 4.862 6.859
H 3.569 3.019 5.102
H 4.171 3.840 2.717
H 3.756 5.478 3.287
H 0.579 4.299 1.928
H 1.985 3.642 1.248
H 1.958 5.356 1.462
H 5.755 3.905 5.780
H 5.774 3.185 4.372
C -3.100 -0.535 -2.303
C -2.321 -0.619 -3.595
C -3.205 -0.955 -4.889
O -3.765 -2.250 -4.822
C -4.634 -2.494 -5.895
N -1.640 0.675 -3.764
H -2.467 -0.408 -1.425
H -3.719 -1.415 -2.132
H -3.796 0.303 -2.285
H -1.444 -1.249 -3.446
H -2.654 -0.923 -5.829
H -3.982 -0.199 -4.992
H -5.592 -1.994 -5.756
H -4.887 -3.541 -6.061
H -4.154 -2.123 -6.800
H -2.301 1.406 -3.983
H -1.138 0.929 -2.926
C 2.867 0.909 2.961
C 3.397 -0.448 2.660
C 4.895 -0.721 3.064
O 5.797 -0.205 2.064
C 5.822 -0.996 0.881
N 2.455 -1.276 3.364
H 1.989 1.179 2.374
H 3.522 1.659 2.518
H 2.666 1.110 4.013
H 3.232 -0.632 1.598
H 5.026 -1.794 3.208
H 5.068 -0.316 4.061
H 4.834 -0.989 0.421
H 6.129 -2.022 1.085
H 6.436 -0.636 0.056
H 2.655 -1.166 4.348
H 2.683 -2.253 3.245
C 3.939 -5.726 -0.908
C 3.573 -4.272 -0.759
C 3.874 -3.397 -1.979
O 5.298 -3.246 -2.239
C 5.882 -3.928 -3.343
N 2.233 -4.125 -0.205
H 3.472 -6.211 -1.765
H 3.408 -6.180 -0.072
H 5.017 -5.883 -0.863
H 4.223 -3.957 0.057
H 3.674 -2.377 -1.652
H 3.253 -3.718 -2.816
H 5.690 -4.999 -3.275
H 6.954 -3.817 -3.504
H 5.417 -3.557 -4.256
H 1.927 -3.201 0.064
H 1.553 -4.564 -0.808
C -0.692 5.008 4.817
C -0.665 3.489 4.993
C -1.197 2.642 3.779
O -2.543 2.980 3.525
C -3.290 2.186 2.621
N 0.643 3.019 5.410
H -0.341 5.551 5.694
H -1.716 5.343 4.654
H -0.062 5.160 3.941
H -1.396 3.332 5.787
H -1.212 1.606 4.118
H -0.634 2.787 2.858
H -2.736 1.993 1.703
H -4.213 2.714 2.381
H -3.425 1.236 3.138
H 0.764 2.034 5.221
H 1.172 3.498 4.695
C -6.730 4.880 1.274
C -6.027 5.943 0.401
C -5.162 5.300 -0.695
O -3.894 4.689 -0.290
C -3.060 5.614 0.317
N -7.008 6.895 -0.133
H -7.266 5.407 2.063
H -6.111 4.129 1.766
H -7.576 4.366 0.818
H -5.359 6.521 1.039
H -4.884 5.970 -1.510
H -5.801 4.617 -1.255
H -3.039 6.539 -0.258
H -2.106 5.087 0.346
H -3.400 5.664 1.352
H -6.642 7.392 -0.932
H -7.775 6.395 -0.560
```

E in eV: -70767.247
Relative energy (zero: lowest compared OMol25 entry of this formula, charge and spin) in eV: 1.279
Total charge: -1
E_HOMO (spin up / spin down) in eV: 0.84 / -6.56
Expectation value of S²: 0.75
2S+1: 2
Kohn-Sham gap (spin up / spin down) in eV: 1.4 / 8.7

=====

Entry 2:
C5H14 | ωB97M-V/def2-TZVPD

XYZ file:
```
19
Properties=species:S:1:pos:R:3
C 0.473 0.234 -2.118
C -0.671 1.109 -1.633
C -0.181 1.982 -0.332
H 0.302 0.222 -3.192
H 0.437 -0.866 -1.688
H 1.511 0.497 -2.040
H -0.936 1.718 -2.476
H -1.588 0.618 -1.546
H 0.518 1.423 0.372
H 0.402 2.800 -0.767
H -1.115 2.253 0.237
C -0.665 -1.543 1.892
C 0.873 -1.448 1.909
H -0.874 -1.871 2.940
H -1.287 -0.643 1.634
H -0.917 -2.359 1.398
H 1.169 -1.917 0.893
H 1.222 -0.477 1.654
H 1.326 -1.732 2.864
```

E in eV: -5410.242
Relative energy (zero: lowest compared OMol25 entry of this formula, charge and spin) in eV: 1.807
SMILES: CCC.CC
E_HOMO in eV: -10.82
Kohn-Sham gap in eV: 12.0

=====

Entry 3:
C4H10NO4 | ωB97M-V/def2-TZVPD

XYZ file:
```
19
Properties=species:S:1:pos:R:3
C 0.009 -0.393 -0.107
C -1.889 1.308 -0.160
C -1.337 -0.019 0.368
C 2.681 0.246 0.005
N -2.268 -1.149 -0.058
O 0.155 -1.671 -0.182
O 2.621 -0.574 -1.007
O 2.787 1.505 -0.171
O 2.840 -0.275 1.172
H -1.200 2.095 -0.325
H -2.712 1.816 0.437
H -2.233 1.234 -1.124
H -1.341 0.162 1.515
H -2.758 -1.451 0.740
H -0.889 -2.131 -0.230
H -2.890 -1.071 -0.820
H 2.777 -1.526 -0.946
H 2.997 1.687 -1.100
H 2.651 0.208 1.991
```

E in eV: -13980.177
Relative energy (zero: lowest compared OMol25 entry of this formula, charge and spin) in eV: 3.595
Total charge: +1
E_HOMO in eV: -12.24
Kohn-Sham gap in eV: 8.9

=====

Entry 4:
C27H49CoFN3O3Si3Te | ωB97M-V/def2-TZVPD

XYZ file:
```
88
Properties=species:S:1:pos:R:3
Co -1.252 -0.141 -2.065
C 4.783 -0.114 2.503
C 4.482 -1.365 1.692
N 3.112 -1.369 1.168
C 2.899 -0.969 -0.101
C 1.684 -0.832 -0.703
C 1.708 -0.369 -2.154
O 2.807 -0.174 -2.660
O 0.581 -0.219 -2.725
C 0.511 -1.109 0.055
O -0.673 -0.975 -0.315
C 0.740 -1.599 1.425
C -0.373 -1.958 2.194
C -0.183 -2.395 3.469
F -1.246 -2.750 4.232
C 1.092 -2.492 4.041
C 2.189 -2.144 3.287
C 2.029 -1.701 1.963
N 1.277 -2.948 5.391
C 0.879 -4.335 5.597
C 1.377 -4.809 6.946
N 0.812 -3.908 8.015
C 1.174 -2.466 7.768
C 0.683 -2.070 6.391
H 5.809 -0.144 2.869
H 4.115 -0.020 3.360
H 4.665 0.775 1.884
H 4.639 -2.274 2.272
H 5.143 -1.429 0.831
H 3.775 -0.735 -0.695
H -1.360 -1.885 1.756
H 3.162 -2.223 3.747
H 1.333 -4.958 4.828
H -0.211 -4.475 5.534
H 2.460 -4.734 7.020
H 1.058 -5.826 7.166
H 1.140 -4.202 8.935
H -0.207 -3.998 8.020
H 2.259 -2.404 7.836
H 0.716 -1.869 8.554
H 0.995 -1.044 6.200
H -0.417 -2.089 6.370
C -1.598 0.313 -5.057
Si -2.530 1.902 -5.375
C -4.283 1.525 -5.906
C -1.648 2.886 -6.699
C -2.628 2.993 -3.816
Te -1.415 2.367 -2.176
C 0.414 2.828 -3.199
Si 1.616 3.828 -2.159
C 3.190 4.075 -3.132
C 2.007 2.846 -0.604
C 0.837 5.471 -1.717
H -1.604 -0.299 -5.963
H -2.073 -0.283 -4.268
H -0.557 0.482 -4.772
H -4.304 0.838 -6.754
H -4.805 2.437 -6.204
H -4.852 1.070 -5.093
H -1.599 2.331 -7.638
H -0.622 3.119 -6.402
H -2.162 3.830 -6.896
H -3.651 3.095 -3.453
H -2.265 4.002 -4.020
H 0.121 3.371 -4.100
H 0.857 1.876 -3.489
H 3.628 3.109 -3.392
H 3.927 4.641 -2.557
H 3.002 4.621 -4.059
H 2.510 1.919 -0.888
H 1.108 2.600 -0.031
H 2.675 3.412 0.050
H 0.603 6.043 -2.617
H 1.515 6.076 -1.110
H -0.089 5.337 -1.153
C -4.380 -1.396 -2.904
Si -3.502 -0.418 -1.537
C -3.653 -1.469 0.035
C -4.610 1.072 -1.157
H -5.426 -1.563 -2.628
H -3.917 -2.374 -3.052
H -4.370 -0.882 -3.867
H -4.693 -1.772 0.190
H -3.348 -0.880 0.904
H -3.033 -2.368 -0.006
H -5.585 0.734 -0.797
H -4.795 1.683 -2.046
H -4.183 1.719 -0.386
```

E in eV: -110674.450
Relative energy (zero: lowest compared OMol25 entry of this formula, charge and spin) in eV: 0.000
Total charge: +1
E_HOMO (spin up / spin down) in eV: -9.49 / -8.92
Expectation value of S²: 0.94
2S+1: 2
Kohn-Sham gap (spin up / spin down) in eV: 6.2 / 5.6

=====

Entry 5:
C4H17NO3PSn | ωB97M-V/def2-TZVPD

XYZ file:
```
27
Properties=species:S:1:pos:R:3
C -1.848 -1.417 -3.008
Sn -1.266 -0.120 -1.352
N 0.627 0.590 -2.812
H -1.795 -1.317 -0.221
H -2.251 1.297 -1.460
H -2.851 -1.834 -2.804
H -1.101 -2.230 -3.055
H -1.863 -0.821 -3.931
H 1.546 0.236 -2.554
H 0.648 1.613 -2.802
H 0.404 0.282 -3.758
C -1.580 2.043 1.775
O -0.918 0.758 1.952
P 0.223 0.232 0.914
O 1.566 0.963 1.499
C 1.999 0.721 2.871
O 0.450 -1.312 1.399
C 1.517 -2.050 0.738
H -2.255 2.028 0.900
H -0.864 2.872 1.630
H -2.146 2.222 2.693
H 1.338 1.203 3.600
H 2.066 -0.351 3.099
H 2.992 1.168 2.951
H 2.463 -1.479 0.725
H 1.651 -2.978 1.307
H 1.246 -2.318 -0.297
```

E in eV: -27172.665
Relative energy (zero: lowest compared OMol25 entry of this formula, charge and spin) in eV: 0.000
Total charge: -1
E_HOMO (spin up / spin down) in eV: 0.10 / 0.25
Kohn-Sham gap (spin up / spin down) in eV: 3.1 / 3.0